(1)
Here is C24H54CsN6O15S2 as an isolated structure in a non-equilibrium geometry from the Open Molecules 2025 dataset. Energies are from ωB97M-V/def2-TZVPD.

The gap between HOMO and LUMO is 0.29774 hartree. Its total charge is -1.

Element x y z (Å)
Cs (-1.995, 3.041, 0.605)
S (-0.121, 0.014, 0.950)
O (0.156, 1.029, -0.089)
O (1.085, -0.632, 1.467)
O (-0.769, 0.750, 2.080)
O (-1.080, -1.015, 0.457)
C (-4.291, -2.016, -0.301)
C (-4.636, -1.230, 0.937)
O (-5.741, -1.344, 1.450)
N (-3.697, -0.358, 1.372)
C (-3.807, 0.508, 2.493)
H (-4.642, -3.041, -0.188)
H (-3.211, -2.089, -0.437)
H (-4.801, -1.581, -1.155)
H (-2.747, -0.557, 1.044)
H (-4.775, 0.390, 2.988)
H (-3.837, 1.577, 2.229)
H (-3.032, 0.394, 3.246)
C (1.572, -2.243, -1.380)
C (0.609, -2.311, -2.549)
O (1.014, -2.516, -3.685)
N (-0.690, -2.112, -2.263)
C (-1.725, -2.089, -3.258)
H (1.801, -1.192, -1.187)
H (2.472, -2.767, -1.689)
H (1.162, -2.646, -0.455)
H (-0.927, -1.823, -1.317)
H (-2.691, -2.056, -2.760)
H (-1.700, -2.958, -3.915)
H (-1.635, -1.203, -3.895)
C (1.968, 4.991, 3.748)
C (1.036, 4.225, 2.838)
O (-0.030, 4.761, 2.491)
N (1.368, 3.001, 2.433)
C (2.679, 2.382, 2.617)
H (2.800, 5.433, 3.201)
H (2.329, 4.352, 4.559)
H (1.403, 5.783, 4.232)
H (0.636, 2.447, 2.003)
H (2.761, 2.015, 3.642)
H (3.516, 2.997, 2.307)
H (2.663, 1.494, 1.987)
C (0.595, 0.971, -3.564)
C (0.952, 2.416, -3.340)
O (1.057, 3.197, -4.270)
N (1.108, 2.799, -2.057)
C (1.397, 4.143, -1.634)
H (-0.273, 0.880, -4.210)
H (0.386, 0.411, -2.652)
H (1.461, 0.528, -4.063)
H (0.885, 2.174, -1.290)
H (0.850, 4.902, -2.196)
H (2.458, 4.404, -1.734)
H (1.128, 4.232, -0.580)
C (-1.798, -3.004, 3.290)
C (-1.799, -4.143, 2.296)
O (-2.039, -5.292, 2.648)
N (-1.507, -3.821, 1.016)
C (-1.304, -4.821, -0.009)
H (-2.720, -3.077, 3.864)
H (-1.804, -2.039, 2.776)
H (-0.924, -3.056, 3.932)
H (-1.281, -2.850, 0.803)
H (-0.375, -4.605, -0.536)
H (-2.157, -4.863, -0.688)
H (-1.165, -5.792, 0.461)
C (1.966, -3.840, 2.514)
C (3.364, -3.294, 2.395)
O (4.341, -4.023, 2.548)
N (3.465, -1.961, 2.198)
C (4.742, -1.301, 2.138)
H (1.815, -4.617, 1.761)
H (1.184, -3.088, 2.402)
H (1.826, -4.338, 3.474)
H (2.602, -1.487, 1.928)
H (4.620, -0.263, 2.449)
H (5.169, -1.327, 1.133)
H (5.456, -1.767, 2.812)
C (4.310, 0.194, -1.420)
C (3.684, 1.362, -0.692)
O (4.677, 1.685, 0.316)
S (6.121, 1.541, -0.322)
O (6.980, 0.923, 0.626)
O (6.555, 2.746, -0.939)
O (5.715, 0.476, -1.466)
H (3.858, 0.098, -2.409)
H (4.206, -0.772, -0.923)
H (2.728, 1.130, -0.221)
H (3.594, 2.229, -1.343)
C (-5.199, 2.145, -3.182)
C (-4.891, 1.080, -2.158)
C (-3.351, 1.015, -2.191)
O (-2.967, 2.394, -2.471)
C (-4.084, 3.146, -2.915)
H (-6.182, 2.599, -3.035)
H (-5.173, 1.772, -4.206)
H (-5.324, 0.117, -2.423)
H (-5.201, 1.392, -1.158)
H (-3.030, 0.382, -3.019)
H (-2.933, 0.584, -1.275)
H (-3.836, 3.660, -3.850)
H (-4.389, 3.914, -2.194)

Force components x, y, z for each atom (eV/Å):
0.2384 -0.0085 -0.0934
-0.3920 0.3159 2.4237
0.3034 -0.0841 -0.7103
0.2852 0.0987 -0.7374
-0.1842 0.0441 -0.5647
0.0280 0.0461 -0.6772
0.5582 -0.5941 0.3406
-0.9777 0.1611 0.4182
0.0002 0.1614 -0.0101
1.0845 -0.3382 -0.7169
-1.2560 0.7749 1.0731
-0.1969 0.0776 0.0923
-0.0572 0.2741 -0.2769
0.1109 0.0912 -0.1073
-0.0531 0.2043 -0.0064
0.0590 -0.4323 -0.1120
0.2322 -0.1606 -0.2350
0.2306 -0.2515 -0.2433
-0.2482 0.1114 -0.2119
0.3509 -0.0675 -0.0933
-0.1184 -0.0363 -0.1884
-0.2221 -0.1007 0.6122
-0.0370 0.2459 -0.3620
0.0156 -0.0286 0.0435
0.0825 -0.0224 0.1438
0.0267 -0.0250 0.0033
0.1202 0.0870 -0.0344
-0.0285 -0.0282 0.0414
0.1568 -0.0984 0.0885
-0.0238 -0.0297 -0.0808
-0.0345 -0.2872 0.4285
-0.7929 0.8862 -0.1786
0.0389 -0.4590 -0.0040
0.7126 0.2226 -0.0649
-0.9625 -0.8199 0.0643
0.1015 -0.1259 0.0177
0.2986 -0.0399 -0.2556
-0.1084 0.1119 -0.2661
0.0821 -0.2259 0.0309
0.3855 0.1589 0.0355
-0.0540 0.2509 0.1391
0.1316 -0.0179 0.0738
0.3638 -0.3158 0.1966
-0.7574 0.2322 -0.0693
0.2729 0.2271 -0.2068
0.0089 -0.0117 0.7610
0.2364 0.5372 -0.1320
0.0688 0.1899 -0.2031
0.1063 0.1530 0.1206
-0.2222 -0.2112 -0.0873
-0.0942 -0.4387 -0.3972
-0.1182 -0.1935 -0.1092
-0.0286 -0.0968 0.0089
0.0552 0.0222 0.0339
-0.4513 0.3915 -0.6065
0.0813 -0.4791 0.1983
0.0279 0.0622 -0.0134
0.1597 0.3290 -0.0366
0.2179 -0.0254 0.3629
0.1377 -0.0697 0.2330
0.1729 0.0015 0.1095
-0.0074 -0.1122 0.1022
0.0324 -0.1801 0.1661
-0.1603 0.1102 -0.3019
0.1046 -0.0689 -0.1930
-0.2368 -0.0074 0.0911
-0.5274 -0.1873 -0.2881
0.4851 -0.1599 0.5028
-0.0822 0.1021 -0.0974
-0.5775 -0.4308 -0.0607
-0.0017 0.2549 -0.0908
0.0537 0.0741 -0.0300
0.1061 0.0753 -0.0688
0.2180 0.0833 0.0742
0.3560 0.1981 0.1694
0.0179 0.0475 -0.1366
0.1214 0.0550 0.0100
-0.0843 -0.1837 0.0070
-0.5316 -0.5637 -0.0894
0.2551 0.0673 0.0305
0.0396 0.0297 0.0499
0.3246 -0.6338 -0.1564
-0.1818 -0.0211 0.0335
-0.3431 0.0687 -0.1397
0.1531 0.7347 0.1177
0.4979 0.0870 -0.1574
-0.2257 0.1907 0.2363
0.1503 -0.0153 0.1352
-0.1397 -0.0220 -0.0859
-0.4645 0.4972 0.2552
0.6340 -0.5772 0.0358
-1.0641 0.3661 -0.6201
0.5405 -0.5177 0.8533
-0.2964 0.0535 -0.9229
0.0469 -0.0505 -0.0051
0.2047 -0.1152 0.0553
-0.1448 -0.0077 0.2450
-0.2194 -0.1420 -0.0314
0.1611 0.0882 -0.0846
0.2376 0.5655 0.0048
0.2846 0.0808 0.1851
0.1389 -0.1797 0.1970

(2)
Here is a 7-piece molecular cluster, C24H54F6N9O16S6 overall in a non-equilibrium geometry from the Open Molecules 2025 dataset. Energies are from ωB97M-V/def2-TZVPD.

The gap between HOMO and LUMO is 0.17096 hartree. Its total charge is +1.

Element x y z (Å)
C (-3.164, 8.683, 9.473)
C (-4.437, 8.780, 10.335)
N (-4.648, 10.120, 10.891)
C (-4.116, 10.554, 12.061)
C (-4.515, 11.841, 12.394)
N (-5.285, 12.227, 11.288)
C (-5.292, 11.183, 10.352)
C (-5.728, 13.598, 11.095)
H (-3.255, 9.347, 8.613)
H (-2.867, 7.658, 9.252)
H (-2.315, 9.054, 10.047)
H (-4.363, 8.082, 11.168)
H (-5.376, 8.466, 9.880)
H (-3.408, 9.948, 12.607)
H (-4.272, 12.540, 13.181)
H (-5.738, 11.250, 9.371)
H (-4.984, 14.345, 11.371)
H (-6.564, 13.785, 11.768)
H (-6.003, 13.804, 10.061)
C (-1.860, 0.075, 24.461)
C (-3.090, 0.897, 24.246)
N (-2.830, 2.244, 24.773)
C (-2.556, 2.567, 26.107)
C (-2.295, 3.906, 26.208)
N (-2.270, 4.453, 24.922)
C (-2.571, 3.421, 24.079)
C (-1.933, 5.839, 24.485)
H (-1.678, -0.091, 25.522)
H (-0.982, 0.388, 23.895)
H (-2.028, -0.938, 24.096)
H (-4.010, 0.476, 24.650)
H (-3.160, 0.979, 23.161)
H (-2.625, 1.844, 26.906)
H (-2.131, 4.537, 27.069)
H (-2.621, 3.422, 23.001)
H (-2.707, 6.231, 23.825)
H (-0.991, 5.883, 23.938)
H (-1.776, 6.497, 25.339)
C (3.666, 12.129, 19.050)
O (2.904, 13.341, 19.127)
C (1.966, 13.432, 18.051)
C (0.801, 12.352, 17.977)
N (-0.242, 12.529, 19.132)
H (-0.791, 13.366, 18.998)
H (-0.983, 11.846, 19.072)
C (0.268, 12.556, 20.615)
C (-0.863, 12.963, 21.620)
O (-1.828, 11.916, 21.486)
C (-3.082, 12.093, 22.155)
H (3.060, 11.227, 19.142)
H (4.382, 12.062, 19.869)
H (4.267, 12.088, 18.142)
H (2.545, 13.473, 17.128)
H (1.395, 14.341, 18.243)
H (1.188, 11.335, 18.029)
H (0.200, 12.343, 17.068)
H (1.148, 13.184, 20.478)
H (0.639, 11.554, 20.831)
H (-1.210, 13.964, 21.363)
H (-0.470, 12.944, 22.637)
H (-3.664, 12.906, 21.721)
H (-2.897, 12.349, 23.199)
H (-3.708, 11.201, 22.135)
C (-10.363, 8.441, 15.279)
O (-9.990, 7.101, 15.253)
C (-8.985, 6.799, 14.267)
C (-9.022, 5.265, 14.069)
N (-8.620, 4.633, 15.444)
H (-7.796, 5.081, 15.820)
H (-9.326, 4.830, 16.139)
C (-8.353, 3.160, 15.455)
C (-8.000, 2.781, 16.932)
O (-9.315, 2.716, 17.481)
C (-9.378, 2.256, 18.837)
H (-9.579, 9.193, 15.193)
H (-11.062, 8.682, 16.079)
H (-10.992, 8.691, 14.424)
H (-8.030, 7.197, 14.610)
H (-9.201, 7.301, 13.324)
H (-8.340, 4.894, 13.304)
H (-10.014, 4.853, 13.886)
H (-7.389, 3.156, 14.948)
H (-8.972, 2.511, 14.836)
H (-7.531, 3.633, 17.425)
H (-7.431, 1.853, 16.978)
H (-9.184, 1.196, 18.997)
H (-10.412, 2.409, 19.148)
H (-8.750, 2.856, 19.496)
N (-4.205, 6.074, 16.738)
S (-4.028, 7.031, 17.805)
O (-3.209, 8.222, 17.516)
O (-4.093, 6.515, 19.194)
F (-5.467, 7.694, 17.640)
S (-2.650, 5.336, 16.963)
O (-2.621, 4.269, 17.948)
O (-1.462, 6.106, 16.628)
F (-2.834, 4.500, 15.612)
N (4.840, 3.666, 21.301)
S (3.644, 4.304, 21.831)
O (3.644, 5.766, 21.734)
O (3.057, 3.686, 23.030)
F (2.632, 3.900, 20.694)
S (5.904, 3.912, 22.678)
O (6.195, 2.619, 23.342)
O (5.756, 5.150, 23.444)
F (7.203, 4.235, 21.752)
N (-0.065, -1.260, 10.229)
S (-0.195, 0.148, 11.097)
O (-0.589, 1.317, 10.334)
O (0.656, 0.416, 12.222)
F (-1.576, -0.213, 11.832)
S (1.406, -1.212, 10.078)
O (2.089, -2.099, 11.012)
O (2.128, -0.081, 9.541)
F (1.375, -2.124, 8.753)

Force components x, y, z for each atom (eV/Å):
-0.1784 0.6576 0.5843
0.2490 -1.0420 -0.1234
-0.3603 2.3697 -0.3017
0.7083 0.6614 2.2972
-0.3475 -1.6270 -2.6310
1.3400 -1.9226 -1.3145
-0.1117 1.2898 2.1296
-0.7239 0.6481 0.0458
0.0727 -0.4533 -0.2918
-0.5404 0.0570 -0.3861
-0.0421 0.1810 0.2054
0.1900 0.3034 0.2819
0.1963 0.2665 -0.5690
-0.2935 -0.2029 0.0663
-0.0394 -0.3376 -0.0196
-0.1083 -0.1145 0.1754
0.4270 -0.4663 -0.0474
-0.2221 -0.0711 -0.2720
-0.1155 -0.2987 0.1307
0.1691 -1.7912 0.4655
0.7936 0.4398 -1.1164
1.2495 3.8793 0.5690
-0.6721 0.3436 -0.1464
0.2006 -0.0419 -0.6267
-0.4699 -2.1286 -0.8264
-0.5301 -1.2416 0.9582
0.2267 -0.0796 -0.0699
0.4530 0.3362 -0.0036
-0.0579 0.5290 0.3784
-0.2905 -0.0786 -0.1446
0.1577 0.2156 0.1589
-0.5900 0.3346 0.0312
-0.0558 0.0626 -0.1582
0.1097 -0.2436 -0.0648
0.0745 0.4495 0.0390
-0.1090 -0.1456 0.2624
0.0145 -0.5398 -0.0153
-0.4045 -0.3413 0.1540
0.5658 -0.1444 0.2526
-0.8806 -0.9806 -0.4042
-0.9182 -0.3098 0.8623
0.5430 -0.2371 1.0846
0.4060 -0.1737 0.6084
0.2638 0.8214 -0.2091
-0.0521 -0.9950 -0.0562
-0.0158 -0.0206 -0.7990
0.6105 -1.3374 -1.1268
-0.2467 0.2139 -0.5743
0.3116 0.6794 0.4345
-0.2257 0.0321 -0.1769
-0.2150 0.5015 0.1373
-0.1957 0.0345 -0.2695
-0.4838 -0.0572 -0.3272
0.5087 0.5240 -0.3276
-0.0783 0.0059 0.4224
0.2185 0.6112 -0.0780
-0.1710 0.3504 0.9131
-0.2350 -0.0469 -0.0673
-0.4613 0.0944 0.1038
0.2429 0.2784 -0.0017
0.0541 0.1380 -0.1886
-0.0273 -0.0205 0.1658
0.5577 -0.1884 -0.3269
-1.3419 1.4233 -0.9126
0.9605 -0.8299 -0.2530
-1.2636 -0.4042 0.3319
0.5038 0.2184 1.7571
-1.1195 -0.1584 -1.2546
0.5903 0.2776 -0.1124
-0.8004 0.2700 0.1434
3.5183 0.2556 0.2976
-2.6611 0.3591 -1.2366
0.2994 -0.8818 0.8155
-0.7531 0.4761 0.1288
0.5889 -0.3322 0.6032
0.6164 -0.4453 0.5601
-0.0974 -0.2974 -0.6174
0.3509 -0.3395 0.0586
-0.2096 -0.0853 -0.1974
0.1560 0.0967 0.2286
-0.0277 0.4198 -0.1160
0.1786 -0.4129 -0.3109
-0.7257 0.4161 0.6968
0.8593 -0.1801 -0.0778
0.0051 0.0593 0.1378
0.3819 -0.0665 -0.4896
0.0337 0.0865 -0.0314
0.2257 0.0264 -0.0451
2.9842 -5.3142 -3.5352
-1.4412 8.1053 7.4036
-0.4888 -1.8829 0.8978
0.7817 1.0820 -2.4481
-1.2307 0.3158 0.0861
1.5804 -4.0481 -3.1593
-0.2393 2.2566 -0.7631
-2.1847 -0.4116 1.3459
-0.1064 0.0911 0.1240
6.7298 -1.8736 1.4034
-6.8915 3.9712 2.1246
-0.5605 -1.4443 0.4888
0.5216 1.0361 -1.1250
-0.3907 -0.3317 -0.4835
1.9292 -1.5965 -0.4612
-0.7477 3.3092 -1.5222
0.0503 -2.4467 -1.1504
-0.8917 -0.4934 0.8251
-4.4401 3.9983 2.6429
-3.6938 2.3331 0.9277
0.5644 -1.3561 -0.0025
0.3445 -0.9111 -0.7860
-0.0252 -0.4057 -0.2055
8.3971 -4.9069 -2.8323
-0.4462 1.5925 -0.5696
-1.0242 0.2282 1.2253
0.2051 -0.4782 -0.4116

no.,E_HOMO (eV)
1,-6.88
2,-8.24